The following is a DFT calculation (ωB97M-V with the def2-TZVPD basis set) of an isolated molecule of C11H22N2O3.

CARTESIAN COORDINATES (ANGSTROEM)
1 C -3.19 -1.83 0.21
2 C -2.19 -0.80 0.79
3 C -2.85 0.67 0.90
4 C -3.15 1.30 -0.42
5 C -2.06 2.11 -0.74
6 N -0.90 1.30 -0.89
7 C 0.20 1.40 -0.30
8 O 0.23 2.12 0.73
9 N 1.24 0.45 -0.49
10 C 2.19 0.32 0.33
11 C 3.29 1.40 0.57
12 O 4.50 1.34 -0.14
13 O 2.97 2.56 0.71
14 C 2.93 -1.35 0.07
15 C 1.93 -2.17 0.61
16 C 3.35 -1.41 -1.17
17 H -4.13 -1.73 0.72
18 H -2.72 -2.79 -0.07
19 H -3.49 -1.53 -0.62
20 H -2.11 -1.27 1.77
21 H -1.44 -0.77 0.24
22 H -2.43 1.18 1.47
23 H -3.94 0.48 1.43
24 H -3.40 0.46 -1.35
25 H -4.05 2.12 -0.34
26 H -2.33 2.75 -1.57
27 H -1.72 2.85 0.10
28 H -0.83 0.91 -1.82
29 H 1.18 0.25 -1.36
30 H 1.87 0.36 1.51
31 H 1.92 2.33 0.92
32 H 3.66 -1.14 0.99
33 H 1.62 -2.19 1.49
34 H 0.94 -2.22 0.09
35 H 2.39 -3.40 0.47
36 H 4.13 -0.42 -1.61
37 H 3.93 -2.23 -1.21
38 H 2.51 -1.43 -2.04

E_HOMO	-8.609	eV
net charge	0
relative energy (zero: lowest compared OMol25 entry of this formula, charge and spin)	323.98	kcal per mole
electronic energy	-767.12383	hartree
SMILES string	CCCCCNC(=O)N[C@H](C(=O)O)C(C)C



The following is a DFT calculation (ωB97M-V with the def2-TZVPD basis set) of an isolated molecule of C5H6O2.

CARTESIAN COORDINATES (ANGSTROEM)
1 O 1.14 2.12 -0.21
2 C 0.64 1.01 -0.12
3 C 1.54 -0.20 -0.07
4 O 0.93 -1.46 -0.47
5 C -0.34 -1.78 -0.38
6 C -1.22 -0.69 0.18
7 C -0.85 0.78 -0.04
8 H 1.89 -0.34 0.97
9 H 2.40 -0.05 -0.72
10 H -1.28 1.18 -0.96
11 H -1.26 -0.94 1.25
12 H -2.23 -0.89 -0.19
13 H -1.23 1.42 0.77

E_HOMO	-8.511	eV
net charge	0
relative energy (zero: lowest compared OMol25 entry of this formula, charge and spin)	69.66	kcal per mole
electronic energy	-344.49090	hartree



> What is the formula in the second record?

C5H6O2